1.
{"formula": "C21H16N2OS", "method": "ωB97M-V with the def2-TZVPD basis set", "species": ["O", "C", "C", "C", "C", "C", "C", "C", "C", "C", "S", "N", "C", "C", "C", "C", "C", "C", "N", "C", "C", "C", "C", "C", "C", "H", "H", "H", "H", "H", "H", "H", "H", "H", "H", "H", "H", "H", "H", "H", "H"], "positions_angstrom": [[2.1740, -1.5415, 0.0547], [1.2746, -1.0200, 0.6936], [1.3773, -0.7104, 2.1465], [0.8256, -1.8531, 3.0961], [1.5999, -2.3150, 4.1531], [1.1088, -3.4615, 4.8800], [-0.1885, -4.0100, 4.6451], [-1.0340, -3.4193, 3.7029], [-0.5061, -2.3183, 2.9145], [0.6598, 0.5601, 2.2375], [0.7789, 1.4830, 3.6351], [-0.2139, 0.7923, 1.1031], [-0.7922, 2.0724, 0.9707], [-0.5743, 2.8043, -0.2104], [-1.1754, 4.0042, -0.4178], [-2.0108, 4.6322, 0.5759], [-2.0879, 3.9640, 1.7549], [-1.6140, 2.6821, 2.0489], [0.2108, -0.2078, 0.1888], [-0.1815, -0.1950, -1.1640], [-1.5746, -0.0958, -1.5273], [-1.8556, 0.0148, -2.8922], [-0.8238, 0.1101, -3.8382], [0.4334, 0.2632, -3.4045], [0.7849, 0.0510, -2.0708], [2.4946, -0.6210, 2.4806], [2.5780, -1.9434, 4.2047], [1.7377, -3.9148, 5.6586], [-0.5910, -4.7758, 5.3253], [-2.0818, -3.7472, 3.5505], [-1.0556, -2.0931, 2.0183], [0.2566, 2.5200, -0.9123], [-1.0804, 4.4021, -1.3619], [-2.4727, 5.5648, 0.3980], [-2.7864, 4.6654, 2.3849], [-1.6317, 2.2335, 3.0750], [-2.3845, -0.1103, -0.7703], [-2.9007, -0.2203, -3.1197], [-0.9713, 0.2715, -4.8869], [1.1781, 0.4237, -4.1113], [1.7751, 0.2432, -1.7601]], "lowdin_charge": [0.11, -0.35, -0.21, -0.17, -0.02, -0.05, -0.10, -0.07, -0.01, -0.62, 0.72, 0.03, -0.20, -0.04, -0.07, -0.08, -0.13, -0.03, 0.05, -0.22, 0.00, -0.07, -0.09, -0.08, -0.02, 0.19, 0.09, 0.10, 0.10, 0.11, 0.10, 0.14, 0.07, 0.09, 0.14, 0.07, 0.13, 0.11, 0.10, 0.09, 0.11], "e_above_lowest_kcal_mol": 3.6, "largest_force_ha_per_bohr": 0.11152, "orbital_gap_ev": 7.7788, "total_energy_ha": -1392.6451, "smiles": "O=C1[C@H](c2ccccc2)C(=S)N(c2ccccc2)N1c1ccccc1", "charge": 0, "homo_ev": -8.05}

2.
{"formula": "C21H17AsClF12N3O4PtS2", "method": "ωB97M-V with the def2-TZVPD basis set", "species": ["Pt", "C", "N", "C", "C", "C", "C", "C", "N", "C", "C", "C", "C", "C", "C", "H", "H", "H", "H", "H", "H", "H", "H", "H", "H", "H", "F", "C", "F", "F", "S", "O", "O", "N", "S", "O", "O", "C", "F", "F", "F", "F", "As", "F", "F", "F", "F", "F", "Cl", "C", "C", "C", "C", "C", "C", "C", "H", "H", "H", "H", "H", "H"], "positions_angstrom": [[0.6626, 0.0749, 0.0042], [3.8432, -1.1050, 0.2447], [2.9684, -0.0939, -0.3449], [3.3975, 0.6523, -1.2999], [2.4561, 1.5423, -1.9161], [2.5893, 2.5461, -2.9221], [1.3463, 3.0731, -3.0838], [0.4603, 2.3593, -2.1720], [1.1458, 1.4599, -1.5006], [3.8494, -1.0270, 1.7471], [4.3623, 0.1081, 2.3726], [4.3444, 0.2149, 3.7544], [3.8215, -0.8203, 4.5218], [3.3254, -1.9583, 3.9037], [3.3376, -2.0618, 2.5178], [4.8560, -1.0007, -0.1558], [3.4445, -2.0667, -0.0880], [4.4291, 0.6120, -1.6424], [3.5033, 2.8242, -3.4202], [1.0382, 3.8700, -3.7401], [-0.6022, 2.4999, -2.0293], [4.7825, 0.9091, 1.7745], [4.7545, 1.0937, 4.2348], [3.8160, -0.7449, 5.6011], [2.9346, -2.7716, 4.5010], [2.9459, -2.9500, 2.0355], [-3.7855, 0.5497, -1.5871], [-2.9057, -0.3182, -2.0442], [-1.8566, 0.3373, -2.5575], [-3.4498, -1.0714, -2.9815], [-2.3220, -1.3756, -0.6516], [-1.5153, -0.4594, 0.1649], [-3.4829, -1.8979, -0.0229], [-1.4996, -2.4923, -1.3699], [-0.0047, -2.8883, -1.3555], [0.8397, -2.0662, -0.4514], [0.2112, -4.2846, -1.2510], [0.6287, -2.3907, -3.0166], [-0.0357, -3.0027, -3.9739], [1.9191, -2.7058, -3.0847], [0.5057, -1.0664, -3.1610], [-0.2864, 2.1840, 0.7074], [-1.4446, 3.5801, 0.6493], [-0.2950, 4.3526, -0.3846], [-0.6106, 4.2129, 2.0485], [-2.5096, 4.9012, 0.6187], [-2.4749, 2.6680, 1.6989], [-2.1721, 2.8220, -0.7294], [-2.2133, -1.1409, 3.0823], [-1.5547, 0.3494, 3.4781], [-2.4078, 1.2662, 4.1760], [-1.9383, 2.4779, 4.6054], [-0.6154, 2.8040, 4.3205], [0.2332, 1.9029, 3.6151], [-0.2044, 0.6665, 3.1612], [0.6909, -0.1853, 2.4496], [-3.4318, 0.9643, 4.3510], [-2.5767, 3.1730, 5.1294], [-0.2134, 3.7583, 4.6301], [1.2514, 2.2072, 3.4095], [0.4022, -1.2154, 2.2541], [1.7465, 0.0068, 2.5902]], "lowdin_charge": [1.30, -0.14, -0.01, -0.04, -0.20, 0.02, 0.03, -0.05, -0.07, -0.25, -0.05, -0.07, -0.07, -0.07, -0.05, 0.13, 0.13, 0.15, 0.13, 0.13, 0.10, 0.12, 0.11, 0.11, 0.11, 0.12, 0.18, -0.68, 0.12, 0.18, 0.62, -0.45, -0.23, -0.27, 0.64, -0.44, -0.21, -0.68, 0.19, 0.15, 0.12, -0.34, 0.77, -0.22, -0.23, -0.19, -0.21, -0.23, 0.95, -0.54, -0.02, -0.02, 0.04, 0.04, -0.30, -0.02, 0.13, 0.13, 0.14, 0.14, 0.06, 0.04], "e_above_lowest_kcal_mol": 16.0, "largest_force_ha_per_bohr": 0.00798, "spin_multiplicity": 6, "orbital_gap_ev": [7.9372, 5.3683], "total_energy_ha": -6085.3678, "charge": 1, "homo_ev": [-11.45, -12.62]}

3.
{"formula": "C21H17AsN3O3S4Tc", "method": "ωB97M-V with the def2-TZVPD basis set", "species": ["Tc", "C", "C", "N", "N", "C", "O", "C", "C", "C", "C", "C", "C", "C", "C", "C", "C", "C", "N", "H", "H", "H", "H", "H", "H", "H", "H", "H", "H", "H", "H", "S", "As", "S", "S", "S", "O", "C", "O", "C", "C", "C", "C", "C", "C", "H", "H", "H", "H", "H"], "positions_angstrom": [[1.2341, -0.2866, 0.3874], [-0.3853, 0.9475, -3.5544], [0.2458, 0.2519, -2.4072], [0.2982, 0.7170, -1.2030], [-0.3507, 1.8910, -0.9334], [-0.3357, 2.0863, 0.3342], [0.2661, 1.1429, 1.0997], [-0.9669, 3.2053, 1.0124], [-1.1914, 4.3869, 0.2995], [-1.8191, 5.4479, 0.9226], [-2.2393, 5.3288, 2.2430], [-2.0334, 4.1487, 2.9458], [-1.3936, 3.0842, 2.3360], [0.8597, -1.0614, -2.5268], [0.9174, -1.7548, -3.7195], [1.5344, -2.9957, -3.7513], [2.0827, -3.4815, -2.5809], [1.9872, -2.7358, -1.4165], [1.3655, -1.5503, -1.3661], [-0.7597, 1.9213, -3.2628], [-1.2115, 0.3433, -3.9364], [0.3431, 1.0578, -4.3601], [-0.8615, 4.4674, -0.7273], [-1.9860, 6.3687, 0.3814], [-2.7385, 6.1593, 2.7237], [-2.3825, 4.0564, 3.9650], [-1.2541, 2.1550, 2.8696], [0.4842, -1.3233, -4.6100], [1.5949, -3.5587, -4.6726], [2.5953, -4.4322, -2.5505], [2.4397, -3.0941, -0.5075], [3.0943, 2.8974, 2.1151], [4.1317, 0.8868, 1.8368], [3.2525, 0.4475, -0.2097], [1.8805, 1.9207, 3.5210], [2.1701, 0.0358, 2.7411], [-0.2778, -1.6886, 0.9702], [0.5891, -2.4981, 1.3996], [1.8152, -2.0779, 1.1960], [0.3049, -3.7832, 1.9945], [-1.0261, -4.1885, 2.1281], [-1.3026, -5.4119, 2.7067], [-0.2598, -6.2202, 3.1473], [1.0649, -5.8165, 3.0154], [1.3536, -4.5952, 2.4387], [-1.8222, -3.5436, 1.7815], [-2.3264, -5.7395, 2.8196], [-0.4825, -7.1761, 3.6027], [1.8636, -6.4536, 3.3685], [2.3779, -4.2599, 2.3418]], "lowdin_charge": [1.28, 0.03, -0.20, -0.07, 0.15, -0.33, -0.34, -0.16, -0.01, -0.04, -0.04, -0.05, -0.03, -0.19, 0.05, 0.02, 0.02, -0.06, -0.03, 0.09, 0.12, 0.11, 0.12, 0.12, 0.12, 0.12, 0.11, 0.13, 0.14, 0.13, 0.12, 0.08, 0.49, 0.19, 0.16, 0.20, -0.04, -0.54, -0.31, -0.15, 0.01, -0.04, -0.03, -0.04, 0.00, 0.13, 0.12, 0.12, 0.12, 0.12], "largest_force_ha_per_bohr": 0.00792, "orbital_gap_ev": 5.5057, "total_energy_ha": -5109.2882, "charge": 2, "homo_ev": -14.24}